1.
ORCA calculation (ωB97M-V with the def2-TZVPD basis set) on the ion C2H5N2O with charge +1 at a distorted geometry.

Summary:
**Kohn-Sham gap**: 11.3 eV
**E_LUMO**: -0.1343 hartree
**Total charge**: +1

Structure (XYZ):
```
10
C2H5N2O ωB97M-V with the def2-TZVPD basis set
C 0.08368 0.27605 -0.04329
C -1.22585 -0.91839 -0.01277
N -0.91338 1.12536 -0.00105
N 1.37548 0.35223 -0.02530
O -2.01312 0.28720 -0.01615
H -1.32691 -1.53458 -0.90055
H -1.25822 -1.44101 0.93871
H -1.02884 2.13119 0.04702
H 1.95403 -0.47482 -0.10665
H 1.84936 1.24871 0.02908
```

---

2.
ORCA calculation (ωB97M-V with the def2-TZVPD basis set) on a cluster of 2 separate species, C2H5N2O in total at a distorted geometry.

Summary:
**Kohn-Sham gap**: 9.3 eV
**E_LUMO**: -0.2009 hartree
**Total charge**: +1

Structure (XYZ):
```
10
C2H5N2O ωB97M-V with the def2-TZVPD basis set
C 0.71734 0.69690 -0.58074
C -1.66187 -1.04895 -0.54845
N -1.17785 -1.01449 0.50588
N 1.06800 0.74320 0.64680
O -0.54304 -0.92226 1.50612
H 0.91230 -0.16235 -1.13603
H 0.35215 1.55956 -1.28414
H -2.43385 -1.30332 -1.33346
H 1.67612 -0.00406 0.93945
H 1.09069 1.45577 1.28456
```

---

3.
ORCA calculation (ωB97M-V with the def2-TZVPD basis set) on the ion C2H5N2O with charge +1 at a distorted geometry.

Summary:
**Kohn-Sham gap**: 10.3 eV
**E_LUMO**: -0.2318 hartree
**Total charge**: +1

Structure (XYZ):
```
10
C2H5N2O ωB97M-V with the def2-TZVPD basis set
C -1.59749 0.20252 0.04914
C 0.20335 -1.07005 -0.07997
N -0.30104 0.33227 -0.02678
N 1.09490 1.28019 -0.14640
O -2.71102 0.03783 0.06207
H 0.33407 -1.47238 0.92572
H -0.46469 -1.72077 -0.64826
H 1.16209 -1.04502 -0.59722
H 0.81040 2.23930 -0.34165
H 1.46943 1.21611 0.80335
```

---

4.
ORCA calculation (ωB97M-V with the def2-TZVPD basis set) on a cluster of 2 separate species, C2H5N2O2 in total at a distorted geometry.

Summary:
**Kohn-Sham gap**: 8.9 eV
**E_LUMO**: 0.1599 hartree
**Total charge**: -1

Structure (XYZ):
```
11
C2H5N2O2 ωB97M-V with the def2-TZVPD basis set
N -1.08050 -0.69477 -0.20259
C -1.05732 -0.08463 -1.40187
N -1.90411 -0.27919 -2.35305
H -1.77188 -1.40348 -0.03862
H -0.24146 -0.59235 0.38784
H -0.33400 0.72366 -1.48460
H -1.65159 0.29881 -3.14199
O 0.90924 -0.58631 1.79058
C 1.65285 0.36066 1.50630
O 1.47532 1.27221 0.66838
H 2.59994 0.50076 2.11831
```

---

5.
ORCA calculation (ωB97M-V with the def2-TZVPD basis set) on the ion C2H5N2O3 with charge +1 at a distorted geometry.

Summary:
**Kohn-Sham gap (alpha / beta)**: 8.5 / 8.5 eV
**E_LUMO (alpha / beta)**: -0.2235 / -0.2235 hartree
**Total charge**: +1

Structure (XYZ):
```
12
C2H5N2O3 ωB97M-V with the def2-TZVPD basis set
C 1.72336 -0.23311 -0.38103
C -2.03899 -0.34975 0.02419
N 3.16521 -0.09668 -0.30693
N -0.33599 1.14753 0.15524
O 3.96178 -0.54112 0.34339
O 1.05106 0.38280 0.50019
O -1.10766 0.40267 -0.55724
H 1.26920 -0.75436 -1.25150
H -2.81523 -0.46529 -0.71917
H -2.58105 0.34636 0.70402
H -1.57676 -1.21963 0.38926
H -0.71494 1.38058 1.09957
```

---

6.
ORCA calculation (ωB97M-V with the def2-TZVPD basis set) on the ion C2H5N2O3 with charge +1 at a distorted geometry.

Summary:
**Kohn-Sham gap (alpha / beta)**: 9.2 / 9.2 eV
**E_LUMO (alpha / beta)**: -0.1901 / -0.1901 hartree
**Total charge**: +1

Structure (XYZ):
```
12
C2H5N2O3 ωB97M-V with the def2-TZVPD basis set
C 0.42237 -0.41101 -0.62583
C -0.32671 0.51168 0.62528
N 1.64271 -0.79422 -0.64287
N -1.82845 0.67838 0.17494
O 2.50892 -0.37186 0.25137
O 2.14596 -1.53950 -1.45807
O 0.10595 0.83379 1.66910
H -0.37037 -0.85975 -1.14272
H -1.79142 0.82354 -0.84401
H -2.38321 1.37550 0.68201
H -2.21075 -0.20701 0.23717
H 2.08499 -0.03954 1.07361
```

---

7.
ORCA calculation (ωB97M-V with the def2-TZVPD basis set) on a structure of composition C2H5N2O7S2.

Summary:
**Kohn-Sham gap**: 9.1 eV
**E_LUMO**: 0.0982 hartree
**Total charge**: -1

Structure (XYZ):
```
18
C2H5N2O7S2 ωB97M-V with the def2-TZVPD basis set
O -1.89817 1.61471 1.74192
N -2.67237 0.94919 1.20932
O -2.23454 -0.46170 1.19332
S -1.72523 -0.98529 -0.28178
O -1.37899 0.22432 -0.99390
O -2.81274 -1.74777 -0.80877
N -0.51506 -1.93030 0.01399
S 0.81551 -1.33673 0.71660
O 1.72096 -2.44647 0.86523
O 0.57758 -0.53923 1.89035
C 1.53818 -0.25412 -0.51171
C 1.20796 1.22050 -0.27732
O 1.11114 1.92151 -1.52544
H 1.16071 -0.56893 -1.47969
H 2.61064 -0.41923 -0.43752
H 0.26694 1.32537 0.25487
H 1.99549 1.71071 0.29021
H 0.23199 1.72345 -1.85969
```

---

8.
ORCA calculation (ωB97M-V with the def2-TZVPD basis set) on a cluster of 2 separate species, C2H5N2OP in total at a distorted geometry.

Summary:
**2S+1**: 3
**<S²>**: 2.02
**Kohn-Sham gap (alpha / beta)**: 6.4 / 9.1 eV
**E_LUMO (alpha / beta)**: 0.0265 / -0.0307 hartree
**Total charge**: 0

Structure (XYZ):
```
11
C2H5N2OP ωB97M-V with the def2-TZVPD basis set
C 1.46216 -0.47397 0.25706
C -1.72230 0.44424 0.06001
N -1.06074 1.39859 0.54985
N 0.90755 -0.98349 -0.84213
O 2.72502 -0.49417 0.62858
P 1.29726 0.55543 1.59034
H -2.05863 -0.28150 0.71441
H -1.87274 0.21585 -1.00074
H -0.76377 2.22118 0.00926
H 1.17292 -1.92426 -1.06441
H -0.08674 -0.67791 -0.90222
```

---

9.
ORCA calculation (ωB97M-V with the def2-TZVPD basis set) on the ion C2H5N2S3 with charge +1 at a distorted geometry.

Summary:
**2S+1**: 3
**<S²>**: 2.02
**Kohn-Sham gap (alpha / beta)**: 7.1 / 7.1 eV
**E_LUMO (alpha / beta)**: -0.1495 / -0.2347 hartree
**Total charge**: +1

Structure (XYZ):
```
12
C2H5N2S3 ωB97M-V with the def2-TZVPD basis set
C -0.12187 -0.89545 -0.05802
C 0.62184 1.43946 0.27871
N 0.68798 0.10764 0.39969
N 0.49590 -2.08536 -0.26709
S -1.83863 -0.99557 -0.46248
S -3.16938 0.01087 0.51965
S -0.72764 2.18054 -0.45646
H 1.40435 2.03493 0.71580
H 1.57017 -0.24147 0.78007
H 1.45797 -2.13204 -0.57251
H -0.08780 -2.85727 -0.55504
H -0.29289 3.43373 -0.32232
```

---

10.
ORCA calculation (ωB97M-V with the def2-TZVPD basis set) on the molecule C2H5N3 at a distorted geometry.

Summary:
**Kohn-Sham gap**: 10.5 eV
**E_LUMO**: 0.0287 hartree
**Total charge**: 0

Structure (XYZ):
```
10
C2H5N3 ωB97M-V with the def2-TZVPD basis set
C -1.37146 0.46753 -0.01180
C 1.05829 -0.35914 0.02701
H -1.65923 -1.28751 -0.35236
H -1.75804 1.42456 0.16396
H 0.38879 1.54772 0.22016
H 0.60521 -1.31097 0.09047
H 2.77234 -0.76200 0.28218
N -2.32945 -0.44456 -0.06989
N 0.05119 0.64696 -0.19406
N 2.24237 0.07741 -0.15566
```

---

11.
ORCA calculation (ωB97M-V with the def2-TZVPD basis set) on the molecule C2H5N3 at a distorted geometry.

Summary:
**Kohn-Sham gap (alpha / beta)**: 8.4 / 8.4 eV
**E_LUMO (alpha / beta)**: -0.0136 / -0.0136 hartree
**Total charge**: 0

Structure (XYZ):
```
10
C2H5N3 ωB97M-V with the def2-TZVPD basis set
C 0.77393 0.92700 1.51686
C -0.33164 -0.79076 -1.26007
N 0.74826 -0.16962 0.90709
N -1.54285 -0.41138 -0.85996
N 0.35981 -1.02051 0.19581
H -0.02188 1.64916 1.40538
H 1.57061 1.12880 2.20988
H -0.30417 -1.79992 -1.66519
H 0.35549 -0.10118 -1.77479
H -1.60755 0.58841 -0.67500
```

---

12.
ORCA calculation (ωB97M-V with the def2-TZVPD basis set) on a cluster of 2 separate species, C2H5N3 in total at a distorted geometry.

Summary:
**Kohn-Sham gap**: 8.8 eV
**E_LUMO**: 0.0141 hartree
**Total charge**: 0

Structure (XYZ):
```
10
C2H5N3 ωB97M-V with the def2-TZVPD basis set
C -2.44285 0.99247 -0.07762
C -1.65846 -0.03864 -0.15460
N 2.77066 -0.88827 -0.28135
N -1.06051 -1.02770 -0.28200
N 2.05151 -0.43309 0.59158
H -3.23118 0.89030 0.63259
H -2.22483 1.64705 -0.87569
H 3.56136 -0.44029 -0.65852
H -0.09107 -1.22220 0.07238
H 2.32537 0.52037 1.03323
```

---

13.
ORCA calculation (ωB97M-V with the def2-TZVPD basis set) on the molecule C2H5N3 at a distorted geometry.

Summary:
**Kohn-Sham gap**: 9.2 eV
**E_LUMO**: -0.0003 hartree
**Total charge**: 0

Structure (XYZ):
```
10
C2H5N3 ωB97M-V with the def2-TZVPD basis set
C 0.99022 -0.85022 0.12605
C 0.22750 0.43307 0.03468
N -1.11904 0.31380 -0.39202
N -1.97386 -0.47018 0.07854
N 0.76436 1.55991 0.23204
H -2.50782 0.18581 -0.70576
H 0.10495 2.33477 0.16153
H 2.03425 -0.62362 0.32020
H 0.88684 -1.42357 -0.79460
H 0.59260 -1.45976 0.93933
```

---

14.
ORCA calculation (ωB97M-V with the def2-TZVPD basis set) on a cluster of 2 separate species, C2H5N3O in total at a distorted geometry.

Summary:
**Kohn-Sham gap (alpha / beta)**: 8.4 / 8.3 eV
**E_LUMO (alpha / beta)**: -0.0200 / -0.0211 hartree
**Total charge**: 0

Structure (XYZ):
```
11
C2H5N3O ωB97M-V with the def2-TZVPD basis set
N 1.86804 0.78159 0.22212
C -0.38031 1.30208 -0.21205
C -1.31164 -1.64013 0.13512
O -1.45596 0.90722 -0.69751
N -0.50325 -1.08801 -0.64158
N 0.53204 0.40176 0.09160
H 2.26666 0.31110 1.02782
H 2.39846 0.50712 -0.60058
H -0.08676 2.35776 -0.21233
H -1.46536 -2.70839 -0.03643
H -1.86192 -1.13209 0.92382
```

---

15.
ORCA calculation (ωB97M-V with the def2-TZVPD basis set) on the molecule C2H5N3O at a distorted geometry.

Summary:
**Kohn-Sham gap**: 9.7 eV
**E_LUMO**: 0.0339 hartree
**Total charge**: 0

Structure (XYZ):
```
11
C2H5N3O ωB97M-V with the def2-TZVPD basis set
C 0.38597 0.09592 0.88317
N -0.51800 -0.89768 0.49182
N 1.16127 0.17108 -0.77478
C -1.31741 -0.12442 -0.36771
O -0.34801 1.22704 0.99911
N -1.47760 1.07402 0.09462
H -0.13508 -1.76266 0.14550
H 1.09074 -0.10435 1.68709
H 2.14694 -0.08035 -0.73342
H 1.04733 0.96699 -1.39290
H -2.03615 -0.56557 -1.03249
```

---

16.
ORCA calculation (ωB97M-V with the def2-TZVPD basis set) on the molecule C2H5N3O at a distorted geometry.

Summary:
**Kohn-Sham gap**: 10.5 eV
**E_LUMO**: 0.0243 hartree
**Total charge**: 0

Structure (XYZ):
```
11
C2H5N3O ωB97M-V with the def2-TZVPD basis set
C -0.68177 -1.72490 -0.33099
C 0.26595 0.58481 -0.31971
N -0.60111 -2.75217 0.19997
N 0.74661 0.18690 0.99352
N -0.70968 -0.45002 -0.70897
O -0.28405 1.83130 -0.32567
H 1.13290 0.57665 -1.04341
H 0.86078 -0.82197 0.91015
H 1.57845 0.63514 1.36608
H -1.51363 -0.09906 -1.14560
H -0.79444 2.03332 0.40464
```

---

17.
ORCA calculation (ωB97M-V with the def2-TZVPD basis set) on the molecule C2H5N3O2 at a distorted geometry.

Summary:
**Kohn-Sham gap**: 9.6 eV
**E_LUMO**: 0.0173 hartree
**Total charge**: 0

Structure (XYZ):
```
12
C2H5N3O2 ωB97M-V with the def2-TZVPD basis set
C -0.38520 0.02728 0.24517
C -0.40703 -0.48900 -2.08254
H 0.19871 0.60290 3.24879
H -0.26610 1.95938 1.98001
H -1.02060 0.89309 -0.18569
H 1.64416 -1.47996 0.20966
H -1.31540 0.20882 -2.28776
N -0.37743 0.88030 2.40696
N 0.07300 0.12775 1.38823
N 0.38537 -0.35817 -1.01023
O 1.49016 -1.29249 -0.82141
O -0.01963 -1.07992 -3.09121
```

---

18.
ORCA calculation (ωB97M-V with the def2-TZVPD basis set) on a cluster of 2 separate species, C2H5N3O3 in total at a distorted geometry.

Summary:
**Kohn-Sham gap**: 9.0 eV
**E_LUMO**: 0.0227 hartree
**Total charge**: 0

Structure (XYZ):
```
13
C2H5N3O3 ωB97M-V with the def2-TZVPD basis set
C -0.31852 0.68605 0.41603
C 1.56346 -2.77666 -1.11287
N 0.71173 -0.11327 0.87419
N -1.43784 0.13532 0.13921
N -0.04052 2.02761 0.29131
O 1.88074 -2.49010 -2.17243
O 1.26925 -3.07272 -0.04701
O -2.38400 1.01755 -0.46009
H 1.31108 0.33818 1.54916
H 0.39538 -1.02248 1.18196
H 0.92564 2.27977 0.15052
H -0.70617 2.52828 -0.27749
H -3.17024 0.46248 -0.53251
```

---

19.
ORCA calculation (ωB97M-V with the def2-TZVPD basis set) on the ion C2H5N3O4 with charge -2 at a distorted geometry.

Summary:
**Kohn-Sham gap (alpha / beta)**: 5.1 / 5.0 eV
**E_LUMO (alpha / beta)**: 0.2551 / 0.2525 hartree
**Total charge**: -2

Structure (XYZ):
```
14
C2H5N3O4 ωB97M-V with the def2-TZVPD basis set
C 1.48993 0.38208 0.50196
C -0.83622 -0.32345 -0.09387
N -1.52888 0.94077 0.08519
N 0.36685 -0.41013 0.94130
N -0.26533 -0.49375 -1.38224
O -2.83031 0.74951 0.60892
O 0.75827 -1.63258 1.29442
O -0.18518 -1.72853 -1.79484
O 0.41964 0.39422 -1.97240
H 1.68028 0.09651 -0.46989
H 1.23545 1.47469 0.29765
H 2.34444 0.20862 1.20066
H -1.58753 -1.25223 0.04852
H -1.06143 1.59427 0.73459
```

---

20.
ORCA calculation (ωB97M-V with the def2-TZVPD basis set) on the molecule C2H5N3OS at a distorted geometry.

Summary:
**Kohn-Sham gap**: 8.7 eV
**E_LUMO**: 0.0170 hartree
**Total charge**: 0

Structure (XYZ):
```
12
C2H5N3OS ωB97M-V with the def2-TZVPD basis set
C 0.05892 -0.80969 0.20606
C -0.15132 1.67691 -0.73668
H 0.42171 -2.80341 0.31192
H 1.25384 -2.00193 -0.89582
H 2.19553 0.28154 -1.54110
H 0.19033 2.10632 -1.60865
H -1.24084 3.20419 -0.31551
N 0.76455 -1.91331 -0.05428
N 0.62510 0.42797 -0.43788
N -0.84078 2.27143 0.11227
O 1.25962 0.03027 -1.64880
S -1.01158 -0.73342 1.44266
```